Record 1
Below is a molecular structure, C6H11BrN at a distorted geometry, with properties calculated with the ωB97M-V functional and the def2-TZVPD basis.

Geometry as XYZ:
```
19
Properties=species:S:1:pos:R:3:forces:R:3:mulliken_charge:R:1
C -0.433 2.636 -0.157 0.4 1.2 0.0 -0.1046
C -0.553 1.691 -1.092 -0.3 1.4 -0.1 -0.9142
C -0.459 1.793 1.014 -3.8 -3.8 1.6 -0.8202
C -0.738 0.619 -0.077 0.2 0.5 0.7 0.5802
C 0.390 -1.192 1.122 1.2 4.5 2.6 -0.8751
C 0.058 -1.296 -1.244 -3.3 -0.1 -0.3 -0.8224
N 0.366 -0.411 -0.120 -0.6 0.2 0.0 -0.2082
Br -2.669 -0.385 0.003 2.3 1.4 0.0 -0.0408
H -0.297 3.696 -0.035 0.1 0.3 -1.0 0.4375
H -0.465 1.846 -2.153 -0.4 -0.7 -0.3 0.4146
H 0.409 1.593 1.609 0.7 0.4 0.2 0.4093
H -1.385 1.760 1.715 1.6 0.8 -1.0 0.2869
H -0.470 -1.715 1.250 -2.6 -1.5 0.0 0.4226
H 1.193 -1.822 1.037 2.1 -1.6 0.4 0.4647
H 0.442 -0.430 2.052 0.3 -2.0 -2.2 0.2581
H -0.815 -2.010 -0.889 1.7 1.7 -1.2 0.3837
H -0.196 -0.601 -2.095 0.1 -1.4 0.6 0.2687
H 0.879 -1.881 -1.418 2.1 -1.4 -0.8 0.4261
H 1.324 0.024 -0.324 -1.8 -0.2 0.6 0.4331
```
Positions in Å, forces in eV/Å.

The calculation puts the total energy at -77922.9424 eV. The spin multiplicity is 1. Its charge is +1. The calculation puts the maximum force at 5.58 eV Å⁻¹. For the relative energy (zero: lowest compared OMol25 entry of this formula, charge and spin), the calculation gives 311.1 kJ/mol. The LUMO energy is -4.267 eV.

Record 2
Below is a gas-phase ion, C6H11BrN (charge +1) at a distorted geometry, with properties calculated with the ωB97M-V functional and the def2-TZVPD basis.

Geometry as XYZ:
```
19
Properties=species:S:1:pos:R:3:forces:R:3:mulliken_charge:R:1
C 1.624 -1.421 -0.463 -0.1 -2.1 1.3 -1.0151
C 0.684 -2.018 0.340 1.3 0.1 -2.4 -0.4163
C -0.688 -1.726 0.151 -0.6 1.7 -0.3 -0.0830
C -1.028 -0.443 0.038 -2.3 -0.3 -0.5 0.0300
Br -2.859 0.089 -0.066 0.5 -0.2 0.1 -0.0294
N -0.111 0.648 0.077 1.0 0.1 -1.0 -0.0697
C -0.145 1.499 -1.185 0.0 2.0 2.4 -0.8788
C -0.345 1.462 1.272 5.2 -1.6 3.1 -0.8745
H 2.686 -1.554 -0.344 0.1 -0.2 0.3 0.3742
H 1.329 -1.232 -1.462 -0.5 1.2 -0.8 0.2953
H 0.834 -2.858 0.941 1.0 -0.7 1.7 0.4673
H -1.488 -2.422 0.222 -0.3 -0.7 0.1 0.4612
H 0.842 0.052 0.079 -1.1 1.5 0.2 0.4486
H -1.129 1.956 -1.376 0.4 -0.3 0.5 0.3709
H 0.646 2.274 -1.117 -0.6 -0.5 0.2 0.3876
H 0.087 0.862 -1.926 0.7 -2.1 -2.9 0.3915
H 0.648 2.042 1.539 -2.2 -0.8 -0.9 0.3556
H -1.158 2.044 1.130 -2.5 2.0 -0.2 0.4524
H -0.430 0.746 2.149 -0.4 1.0 -1.0 0.3321
```
Positions in Å, forces in eV/Å.

The calculation puts the total energy at -77923.5075 eV. The SMILES is C=C/C=C(/Br)[NH+](C)C. The spin multiplicity is 1. Its charge is +1. The calculation puts the maximum force at 6.29 eV Å⁻¹. For the relative energy (zero: lowest compared OMol25 entry of this formula, charge and spin), the calculation gives 256.6 kJ/mol. The LUMO energy is -4.466 eV.

Record 3
Below is a molecular structure, C6H11BrOSi at a distorted geometry, with properties calculated with the ωB97M-V functional and the def2-TZVPD basis.

Geometry as XYZ:
```
20
Properties=species:S:1:pos:R:3:forces:R:3:mulliken_charge:R:1
C 0.325 1.976 0.131 1.9 -2.1 -0.8 -0.5245
C -0.484 0.956 0.197 -4.4 -0.8 1.7 -0.0321
C 1.756 1.573 -0.175 0.1 -1.3 0.5 -0.4142
C 0.432 -1.397 1.934 0.2 -2.7 -2.5 -1.2457
C -0.209 -1.487 -1.400 2.7 1.9 0.8 -1.1733
C -2.441 1.209 0.683 4.6 -1.5 -1.0 -0.5862
O 1.913 0.159 -0.136 -0.4 -1.6 -0.1 -0.3991
Si 0.514 -0.702 0.115 -1.6 2.2 1.8 0.3710
Br -3.410 -0.224 -0.152 0.0 0.4 0.2 -0.1830
H 0.208 2.970 0.279 -1.0 3.0 0.3 0.5557
H 2.140 1.792 -1.143 0.0 1.2 -0.8 0.2567
H 2.457 1.867 0.576 0.4 1.1 0.5 0.2736
H 1.246 -2.025 2.277 0.8 -0.1 -0.5 0.3901
H 0.346 -0.746 2.724 -0.5 2.3 1.3 0.4088
H -0.368 -2.134 2.039 -0.5 0.3 -0.2 0.3342
H -0.377 -0.647 -2.062 0.6 0.1 -0.5 0.2958
H 0.449 -2.226 -1.710 1.3 -1.2 -1.4 0.4112
H -1.112 -1.899 -1.324 -3.7 -1.8 0.9 0.4741
H -2.697 2.170 0.341 -0.5 0.9 -0.7 0.4288
H -2.493 1.150 1.748 0.0 -0.3 0.5 0.3583
```
Positions in Å, forces in eV/Å.

The calculation puts the total energy at -86366.1454 eV. The spin multiplicity is 1. Its charge is 0. The calculation puts the maximum force at 4.94 eV Å⁻¹. For the relative energy (zero: lowest compared OMol25 entry of this formula, charge and spin), the calculation gives 282.1 kJ/mol. The LUMO energy is 0.772 eV.

Record 4
Below is 2 unconnected molecules or ions with the total composition C6H11ClN2 at a distorted geometry, with properties calculated with the ωB97M-V functional and the def2-TZVPD basis.

Geometry as XYZ:
```
20
Properties=species:S:1:pos:R:3:forces:R:3:mulliken_charge:R:1
C 0.503 0.865 0.965 3.3 -2.0 -2.8 -0.2233
C -1.390 -0.326 0.321 2.1 -1.4 0.3 -0.8878
C -0.915 0.932 1.124 -3.2 1.4 0.5 0.5635
C -0.079 -0.651 -0.633 -1.7 0.2 2.1 0.1571
C -1.299 2.120 0.229 1.0 2.3 0.5 -1.4483
C 0.406 -2.076 -0.575 0.2 -1.0 -3.9 -1.4439
N 0.901 0.245 -0.066 -0.4 2.1 3.0 -0.1598
N 2.993 -0.449 -0.634 -0.4 -1.9 0.2 -0.2752
Cl 3.434 -0.555 0.991 0.6 0.4 -0.4 -0.0562
H -1.412 -1.200 1.005 -0.7 0.4 -0.4 0.3392
H -2.271 -0.182 -0.295 -0.3 -0.1 0.4 0.3733
H -1.420 1.207 2.143 1.3 -1.3 -1.6 0.3275
H -0.287 -0.344 -1.613 -0.2 0.3 -1.6 0.3203
H -0.651 3.066 0.212 -0.6 -1.4 0.8 0.3074
H -2.286 2.423 0.479 -1.0 0.4 0.0 0.3840
H -1.246 1.853 -0.784 -0.2 -0.7 -1.5 0.3878
H 1.373 -2.175 -1.251 -2.2 0.1 1.2 0.3532
H -0.400 -2.841 -0.909 1.3 1.3 0.5 0.3125
H 0.748 -2.304 0.371 0.5 -0.6 2.2 0.4155
H 3.298 0.393 -1.078 0.5 1.3 0.4 0.2533
```
Positions in Å, forces in eV/Å.

The calculation puts the total energy at -21896.6114 eV. The spin multiplicity is 1. Its charge is 0. The calculation puts the maximum force at 4.78 eV Å⁻¹. For the relative energy (zero: lowest compared OMol25 entry of this formula, charge and spin), the calculation gives 567.1 kJ/mol. The LUMO energy (alpha / beta) is 0.082 / -0.594 eV.

Record 5
Below is 2 unconnected molecules or ions with the total composition C6H11ClNO at a distorted geometry, with properties calculated with the ωB97M-V functional and the def2-TZVPD basis.

Geometry as XYZ:
```
20
Properties=species:S:1:pos:R:3:forces:R:3:mulliken_charge:R:1
C -0.277 -1.556 -2.744 -0.7 0.4 -3.3 -0.0375
C -1.192 1.377 1.085 -1.5 -2.0 1.3 -0.6018
C -0.366 0.182 1.515 3.6 -2.1 -0.8 -0.3274
C -0.904 1.629 -0.376 -0.2 2.0 1.2 -0.5473
C 0.716 0.251 0.412 1.6 -2.9 4.0 -0.4437
C -0.495 -1.807 -1.496 -1.0 0.0 1.5 -0.4167
N 0.426 1.027 -0.493 -0.9 2.0 -3.1 0.2026
O 0.950 -1.582 -3.320 0.4 0.1 1.1 -0.4723
Cl -2.100 -1.634 -0.825 0.2 -0.1 -0.1 -0.1470
H -1.140 -1.300 -3.392 0.6 -0.1 0.3 0.3093
H -2.199 1.076 1.442 0.2 1.1 -0.9 0.3445
H -0.808 2.155 1.642 0.3 2.0 1.3 0.3438
H 0.302 0.150 2.465 -1.8 0.5 -1.1 0.3620
H -0.817 -0.853 1.413 0.2 1.2 0.2 0.2719
H -1.658 1.218 -0.951 -0.9 -1.6 -1.7 0.2842
H -0.943 2.708 -0.651 0.6 -0.7 0.4 0.3817
H 1.726 -0.251 0.491 -1.3 0.5 -0.4 0.3941
H 0.250 -2.083 -0.809 0.8 -0.5 0.7 0.4476
H 0.955 -1.785 -4.253 -0.4 0.0 -0.4 0.3628
H 1.001 1.175 -1.308 0.2 0.1 -0.2 0.2891
```
Positions in Å, forces in eV/Å.

The calculation puts the total energy at -22451.9958 eV. The spin multiplicity is 1. Its charge is +1. The calculation puts the maximum force at 5.22 eV Å⁻¹. For the relative energy (zero: lowest compared OMol25 entry of this formula, charge and spin), the calculation gives 12.5 kJ/mol. The LUMO energy is -4.011 eV.

Record 6
Below is 2 unconnected molecules or ions with the total composition C6H11ClNO10S at a distorted geometry, with properties calculated with the ωB97M-V functional and the def2-TZVPD basis.

Geometry as XYZ:
```
30
Properties=species:S:1:pos:R:3:forces:R:3:mulliken_charge:R:1
C -3.458 -2.018 -2.157 0.3 0.6 -0.9 -0.6281
N -4.054 -1.209 -1.039 1.2 -0.7 0.0 -0.3520
C -3.425 -1.556 0.272 -1.2 -0.3 0.4 -0.3906
O -2.787 -0.392 0.898 0.5 -0.2 0.2 -0.3056
S -1.134 -0.738 1.099 1.4 -3.2 2.0 0.7199
O -0.999 -1.665 2.288 -0.8 3.1 -2.8 -0.5583
O -0.288 0.663 1.508 -0.9 -0.2 -0.9 -0.2257
C 0.238 1.339 0.324 0.6 1.1 -0.1 -0.4352
C 1.191 0.427 -0.585 -2.4 -3.0 -3.5 0.5493
O 0.645 -0.180 -1.555 2.2 2.5 3.6 -0.5053
O 2.585 0.194 -0.380 -1.4 2.5 -1.3 -0.1478
C 3.406 0.996 -1.222 4.7 1.2 1.2 0.5887
C 3.009 1.605 -2.637 -0.6 -0.5 -0.8 -0.6945
O 4.585 1.206 -0.822 -4.9 -1.1 -1.6 -0.5330
H -4.098 -1.863 -3.109 1.0 -0.3 1.5 0.2606
H -3.446 -3.134 -1.917 -0.1 1.6 -0.2 0.2951
H -2.380 -1.670 -2.400 -1.5 -0.7 0.3 0.1765
H -3.962 -0.196 -1.238 0.1 -1.0 0.3 0.2626
H -4.282 -1.887 0.973 1.6 0.6 -0.8 0.2298
H -2.694 -2.428 0.177 -0.9 1.2 0.0 0.3454
H 0.851 2.264 0.637 -1.1 -1.7 0.1 0.2623
H -0.648 1.718 -0.314 1.6 -0.9 0.7 0.2941
H 3.663 1.080 -3.433 -1.0 0.7 1.5 0.2474
H 3.230 2.723 -2.750 -0.1 -1.7 0.8 0.2569
H 1.928 1.442 -2.954 1.4 0.1 0.6 0.2854
O 1.641 0.919 5.229 0.1 0.1 -0.2 -0.6781
Cl 2.465 0.656 4.067 0.1 -0.3 0.3 1.6829
O 2.361 -0.742 3.707 0.0 0.2 0.0 -0.6704
O 3.844 0.976 4.371 -0.2 0.0 -0.1 -0.6823
O 2.011 1.473 2.960 0.0 0.2 -0.2 -0.6500
```
Positions in Å, forces in eV/Å.

The calculation puts the total energy at -51713.5502 eV. The spin multiplicity is 1. Its charge is -1. The calculation puts the maximum force at 5.27 eV Å⁻¹. The LUMO energy is 2.192 eV.